Entry from the Open Molecules 2025 dataset: a structure of composition C28H42Cl3F2N2O4PSSiSn (wB97M-V/def2-TZVPD).

Computed properties:
E_LUMO: -5.9 eV
Orbital gap: 7.17 eV
E: -4325.99913 a.u.
Total charge: +2

Each line ends with the natural charge from an NBO analysis.
Element x y z (Å)
1 H 2.88249 -3.41731 -0.26052  0.2206
2 N 2.32665 -0.73704 -0.84558  -0.5709
3 H 1.90824 -2.86958 1.10380  0.2206
4 H 1.68728 -2.21988 -4.49553  0.2600
5 C 5.59973 -0.51555 1.76034  -0.1659
6 H 4.50370 1.67069 -1.70336  0.2303
7 C 0.45885 1.54468 0.39076  0.0498
8 S -4.81422 1.99652 0.32074  1.2208
9 O 1.08244 -1.87779 4.56339  -0.8267
10 C -3.51744 3.23373 0.59203  -0.5691
11 C 4.19511 0.52197 0.08972  -0.0190
12 C -2.50884 1.08618 -4.39351  -0.2130
13 C 3.82117 -1.07184 -2.76948  -0.7036
14 H -2.54170 -3.28119 -2.41563  0.2393
15 H -2.36060 3.33604 -1.22789  0.2331
16 C -4.91765 2.27325 -1.45801  -0.5750
17 Si -4.72151 -0.86408 0.78306  1.5660
18 C -1.50455 -0.50549 4.98673  -0.2601
19 C 4.84428 -1.67757 1.69341  -0.2079
20 H -3.92974 3.94087 1.31087  0.2656
21 Cl -5.82305 -0.65117 2.44281  -0.2836
22 H 1.41294 1.87924 0.80317  0.1478
23 H -0.68025 2.94167 -4.18739  0.2342
24 C 1.26533 -0.80586 -2.96703  0.3386
25 C -3.44639 0.06466 -4.40268  -0.2030
26 C -3.20151 3.85687 -0.77125  -0.4197
27 Cl -5.88090 -1.31364 -0.80118  -0.3055
28 C 3.75279 -1.77130 0.84060  -0.0041
29 H 4.14312 2.63258 -0.28524  0.2431
30 H -1.97952 0.41387 5.31665  0.2041
31 F -0.51293 1.85187 1.33274  -0.3786
32 H -3.88326 -1.94682 -3.80782  0.2284
33 H -4.21533 1.56239 -1.90193  0.2690
34 H 4.03727 -0.22533 -3.42566  0.2599
35 C -1.63111 -2.70376 -2.56612  -0.6406
36 H -1.09811 -2.67292 -1.61662  0.2155
37 C 5.27466 0.57179 0.96914  -0.2122
38 H -1.01019 -3.25925 -3.27389  0.2317
39 H 2.12619 -0.57238 -4.90431  0.2597
40 C -1.28725 0.93316 -3.74648  -0.0371
41 C -1.95640 -1.33961 -3.11166  -0.0404
42 C 1.97010 -2.98978 4.39114  -0.2625
43 C -0.24317 2.01240 -3.82674  -0.6498
44 C 2.93542 -3.02924 0.75904  -0.6372
45 H -2.91989 4.89987 -0.63916  0.2578
46 H -4.38365 0.19319 -4.92868  0.2334
47 H 5.86691 1.47682 1.02309  0.2323
48 H -5.22975 4.41568 -1.32080  0.2318
49 H -2.70709 2.00893 -4.92544  0.2258
50 H -1.03594 -0.99928 5.83582  0.2046
51 H 0.54205 1.73580 -4.53571  0.2227
52 H -5.93124 2.05676 -1.78759  0.2729
53 C 2.50238 -0.87259 -2.10558  0.3463
54 H 1.47688 -3.80247 3.85393  0.1865
55 O -3.99500 0.62388 0.44582  -1.0067
56 H 2.85047 1.75679 -1.10090  0.2083
57 H 3.36964 -3.80718 1.38401  0.2413
58 H -2.69170 2.69413 1.05697  0.2940
59 H -4.25559 3.90159 -2.68888  0.2593
60 Sn 0.20167 -0.64088 -0.03894  1.2489
61 C -4.45292 3.71519 -1.63424  -0.4199
62 H -2.25444 -1.16776 4.54656  0.1758
63 H 1.54373 1.55375 3.30970  0.2003
64 P 0.31186 -1.30048 3.26180  1.6599
65 H 2.24722 -3.33089 5.38393  0.2178
66 H 0.22922 2.20487 -2.86655  0.2402
67 N 0.19962 -0.42275 -2.37761  -0.5595
68 H 6.44820 -0.46216 2.42898  0.2367
69 Cl -3.19509 -2.13997 1.00898  -0.2735
70 C 3.45734 -0.66101 0.04851  0.0649
71 H 5.11175 -2.53121 2.30366  0.2284
72 H 3.78950 -1.96177 -3.40027  0.2594
73 H 2.42857 0.30486 4.21446  0.2131
74 H 4.62330 -1.17213 -2.04467  0.2653
75 C 2.15648 0.65864 3.22194  -0.2689
76 O 1.41592 -0.36560 2.51828  -0.8741
77 C -3.16752 -1.13484 -3.76997  -0.2003
78 O -0.51954 -0.13546 4.01187  -0.8287
79 H 0.41708 -1.05488 -4.91787  0.2588
80 F 0.18631 2.35821 -0.69507  -0.3821
81 C 3.89583 1.70282 -0.79561  -0.6391
82 H 2.86706 -2.67954 3.85178  0.1763
83 C 1.36774 -1.17888 -4.40680  -0.7058
84 C -1.04317 -0.28175 -3.09489  0.1426
85 H 3.05281 0.85323 2.63849  0.2003

Cartesian forces, eV/Å:
0.0 0.0 0.0
0.1 0.0 0.0
0.0 0.0 0.0
0.0 0.0 0.0
0.0 0.0 0.0
0.0 0.0 0.0
-0.1 0.0 -0.1
0.0 -0.1 0.1
0.2 0.1 0.0
0.0 -0.1 0.0
0.0 0.0 0.0
0.0 0.0 0.0
0.0 0.0 0.0
0.0 0.0 0.0
0.0 0.0 0.0
0.0 0.0 0.0
-0.1 -0.1 0.0
0.0 0.0 0.0
0.0 0.0 0.0
-0.1 0.0 0.0
0.0 0.0 0.0
0.0 0.0 0.0
0.0 0.0 0.0
0.0 0.0 0.0
0.0 0.0 0.0
0.0 0.0 0.1
0.0 0.0 0.0
0.0 0.0 0.0
0.0 0.0 0.0
0.0 0.0 0.0
0.0 0.0 0.0
0.0 0.0 0.0
0.0 0.0 0.0
0.0 0.0 0.0
0.0 0.0 0.0
0.0 0.0 0.0
0.0 0.0 0.0
0.0 0.0 0.0
0.0 0.0 0.0
0.0 0.0 0.1
0.0 0.0 -0.1
-0.1 0.0 0.0
0.0 0.0 0.0
0.0 0.0 0.0
0.0 0.0 0.0
0.0 0.0 0.0
0.0 0.0 0.0
0.0 0.0 0.0
0.0 0.0 0.0
0.0 0.0 0.0
0.0 0.0 0.0
0.0 0.0 0.0
-0.1 0.0 0.0
0.0 0.0 0.0
0.1 0.1 -0.1
0.0 0.0 0.0
0.0 0.0 0.0
0.0 0.0 0.0
0.0 0.0 0.0
0.1 0.1 0.1
0.0 0.0 0.0
0.0 0.0 0.0
0.0 0.0 0.0
-0.4 -0.4 0.3
0.0 0.0 0.0
0.0 0.0 0.0
0.0 -0.1 -0.1
0.0 0.0 0.0
0.0 0.1 0.0
0.0 0.0 -0.1
0.0 0.0 0.0
0.0 0.0 0.0
0.0 0.0 0.0
0.0 0.0 0.0
0.0 0.0 0.0
0.0 0.1 -0.3
0.0 0.0 0.0
0.1 0.0 0.0
0.0 0.0 0.0
0.0 0.0 0.0
0.0 0.0 0.0
0.0 0.0 0.0
0.0 0.0 0.0
0.0 0.1 0.0
0.0 0.0 0.0



Entry from the Open Molecules 2025 dataset: a cluster of 3 separate species, C28H42IN6O8PS2 in total at a distorted geometry (wB97M-V/def2-TZVPD).

Computed properties:
E_LUMO: -0.7 eV
Orbital gap: 8.00 eV
Structure (SMILES): C#C[C@]1(C)[C@@](I)(CCCOC)[C@H](CSCC)OS(=O)(=O)[C@@]1(CC(N)(N)N)[PH2]=N.O=[N+]([O-])c1ccccc1.O=[N+]([O-])c1ccccc1
E: -3457.65933 a.u.

Each line ends with the Mulliken charge.
Element x y z (Å)
1 H 3.78907 1.08900 2.82983  0.2729
2 H -3.67492 0.43500 -3.84331  0.3291
3 O -3.45252 5.82900 -0.67172  -0.4517
4 H 2.33765 -0.47867 1.26466  0.8270
5 H 1.63500 -3.79246 -1.50099  0.4807
6 O -4.31526 -0.58441 0.65497  -0.5881
7 O 0.07254 0.51098 -1.75374  0.3796
8 C 2.12347 1.14950 -0.07958  1.9331
9 H -3.46254 -1.54939 -2.20680  0.4378
10 H 3.73948 -2.69901 -0.86466  0.3711
11 N 4.88515 1.94118 0.54986  -0.7581
12 H -0.25374 4.37690 -2.45385  0.7217
13 H 5.32423 -6.46631 0.41762  0.4576
14 H -5.31345 5.29544 0.03783  0.2639
15 C -1.19955 2.05261 -3.07785  -0.7750
16 C 4.52135 -5.87846 -0.00107  -0.3413
17 H 2.40827 -0.92539 3.31836  0.3093
18 H -2.70205 -0.06198 -1.61945  0.0230
19 N 3.15712 -7.91912 -0.14960  1.0115
20 H -2.09612 2.02058 -2.46488  0.0006
21 H 2.97774 1.77195 4.02714  0.3760
22 O 4.07820 -8.52648 0.35700  -0.6122
23 H 5.45823 1.52853 1.27229  0.2686
24 N 0.63702 1.79262 3.06295  -0.2391
25 C 3.62917 -3.76591 -0.72345  -0.2180
26 O -3.17490 -0.55341 2.47654  -0.6242
27 S 1.51818 0.01185 -1.41677  0.7766
28 C 1.70214 0.40484 1.24176  -2.2512
29 H -5.21821 -6.15637 2.57058  0.3826
30 C 0.20320 2.80395 -1.01309  0.0225
31 C -5.37613 -4.49460 1.22570  -0.4981
32 H -5.36526 -2.67591 0.08757  0.4329
33 C -3.79362 -3.12838 3.06138  -0.3476
34 C 2.43897 -4.38163 -1.08346  -0.5094
35 N 1.70668 -0.24155 3.58682  -0.7748
36 C 1.77762 0.96342 2.68919  0.1934
37 C -4.14847 -4.44647 3.29649  -0.4678
38 H 4.19307 -0.41417 0.22747  0.0461
39 C 1.81388 3.57655 0.65550  -2.0341
40 C 2.67589 3.12707 -1.52529  -2.2037
41 C -4.93995 -5.12818 2.38169  -0.4417
42 H -2.43304 5.33796 -2.33953  0.1892
43 H -4.03278 4.14573 0.43313  0.1532
44 C -4.24397 -2.51351 1.90840  0.1107
45 H -4.10070 5.69305 1.27172  0.2656
46 C 1.94954 4.35415 1.53803  -0.9792
47 H -5.98994 -5.02752 0.51310  0.3775
48 H 0.85864 4.85385 -1.24174  0.4982
49 C 0.07535 1.88544 -2.25987  -0.4655
50 H 2.02767 5.03534 2.35166  0.6747
51 H 0.80836 -0.70136 3.45552  0.2835
52 O 1.37355 -1.30869 -0.87671  -0.5662
53 N 2.99039 1.68915 3.01331  -0.4845
54 N -3.88423 -1.10893 1.66096  1.1152
55 P 4.00576 0.90576 -0.22477  0.1006
56 C -0.05210 4.28172 -1.38667  -0.7037
57 H -1.17931 2.99104 -3.61914  0.6696
58 C -2.52640 4.98112 -1.30789  -0.4149
59 C 3.32644 -6.47224 -0.36110  -0.0041
60 H -0.87212 6.14714 -0.86254  0.4397
61 H 0.03893 1.28685 3.70338  0.2455
62 H 5.59875 -4.03278 0.08898  0.3932
63 O 2.10518 -8.41931 -0.49181  -0.6068
64 H -3.80839 -4.94158 4.19526  0.3753
65 H -1.72195 -1.33361 -2.29495  0.0871
66 H -2.87292 3.94896 -1.37061  0.4399
67 H 0.99504 2.58905 3.57418  0.2707
68 C -2.80059 -0.21059 -3.78788  -0.5932
69 H 2.29492 3.99442 -2.05634  0.4492
70 H -1.14972 4.99507 0.39626  0.2379
71 H -2.90281 -1.01174 -4.51556  0.4198
72 I -1.31425 2.07215 0.39359  0.2413
73 H 0.70561 -0.00910 1.13284  0.3140
74 C -5.02834 -3.17602 0.98314  -0.2720
75 C 4.66991 -4.51331 -0.18717  -0.5204
76 H 4.30242 0.93952 -1.58710  0.1478
77 C 1.66631 2.61893 -0.44055  1.9788
78 C -1.13952 5.10203 -0.68541  -1.2531
79 C 2.28246 -5.74645 -0.90513  -0.3794
80 H 0.92311 2.03095 -2.92515  0.4900
81 H 2.87036 2.37480 -2.28499  0.4920
82 H 1.35998 -6.23316 -1.18348  0.4570
83 C -4.26273 5.20412 0.31087  -0.5330
84 O 2.39145 0.11548 -2.55066  -0.7018
85 S -1.36475 0.74389 -4.34330  -0.2129
86 H -3.17800 -2.59201 3.76755  0.4531
87 C -2.67673 -0.82043 -2.39920  -0.5430
88 H 3.59852 3.44196 -1.04626  0.6816

Cartesian forces, eV/Å:
0.1 0.2 -0.3
-0.1 -0.1 -0.1
-0.2 -0.3 0.0
0.0 -0.1 -0.1
0.0 0.0 0.0
0.0 0.0 0.0
0.8 0.4 -0.5
-0.5 -0.8 -0.1
-0.2 0.1 0.0
0.0 0.0 0.0
0.0 -0.3 -0.2
0.0 -0.2 -0.1
-0.1 -0.1 0.0
-0.1 0.1 0.0
-0.2 -0.7 -0.3
0.2 0.0 0.1
0.0 0.0 0.0
-0.1 0.0 0.1
0.0 0.0 0.0
0.0 0.1 0.2
0.0 0.1 0.0
0.0 0.0 0.0
0.0 0.2 0.2
0.3 0.1 -0.1
0.1 0.0 0.0
0.1 0.0 0.0
0.5 -1.1 0.4
0.3 0.4 0.0
0.0 0.0 0.0
-0.1 -0.7 -0.5
0.0 0.0 0.1
0.0 0.1 0.0
0.1 0.0 0.2
0.0 0.0 0.0
-0.2 0.2 -0.3
-0.2 -0.5 1.0
-0.1 0.0 -0.1
-0.4 -0.2 -0.4
-0.1 -1.3 -0.4
-0.2 0.1 -0.4
0.0 0.0 0.0
-0.1 0.0 -0.1
0.1 -0.1 -0.1
0.0 -0.1 0.0
-0.1 0.0 0.1
0.0 1.0 0.9
0.0 0.0 0.0
0.1 -0.1 0.2
-1.1 0.2 0.6
0.1 0.0 -0.1
0.0 -0.1 0.0
-0.3 0.3 0.1
-0.1 -0.4 0.0
0.0 0.1 -0.1
0.9 1.2 0.7
-0.1 0.5 0.2
0.0 0.1 0.0
0.3 0.1 -0.3
0.0 0.1 0.0
0.1 0.1 0.1
0.0 -0.1 0.0
0.0 0.0 0.0
0.0 0.0 0.0
0.0 0.0 0.0
0.0 -0.1 0.0
-0.2 -0.1 0.2
-0.1 0.1 -0.1
0.0 0.1 0.6
0.0 0.1 0.1
0.0 -0.3 0.1
0.0 0.1 -0.3
0.1 0.2 -0.1
-0.2 0.2 0.0
-0.1 0.0 -0.2
-0.1 0.0 0.0
-0.3 -0.3 0.0
0.5 0.7 -0.3
-0.1 0.5 -0.2
-0.1 0.1 -0.1
0.1 -0.1 0.0
0.1 0.0 0.0
0.0 -0.1 0.0
0.1 0.1 0.2
-0.3 0.5 -0.2
0.2 0.1 -0.2
0.0 0.1 -0.1
0.4 0.0 0.1
0.1 -0.2 0.1



Question: Among the records above, which one has the highest E_LUMO?
Answer: C28H42IN6O8PS2



Question: Which of these has the highest E?
Answer: C28H42IN6O8PS2



Question: E of number 2 (C28H42IN6O8PS2)?
Answer: -3457.65933 a.u.



Question: Among the records above, which one has the lowest E_LUMO?
Answer: C28H42Cl3F2N2O4PSSiSn